(1)
The following is a DFT calculation (ωB97M-V/def2-TZVPD) of one molecule with the formula C4H7NO4.

Properties
Spin multiplicity: 1
Frontier orbital gap, eV: 10.356
SMILES string: N[C@@H](CC(=O)O)C(=O)O
Lowest unoccupied orbital energy, eV: 0.52
Total charge: 0

Atoms and positions in Å:
C1 -0.785927 0.316209 -0.531516
C2 -1.412770 -0.965020 0.083591
C3 0.688001 0.000775 -0.984563
C4 1.458935 -0.370786 0.264278
H1 0.109367 1.611102 0.812056
H2 -0.801050 2.329800 -0.541617
H3 -1.673447 0.704815 -1.068881
H4 0.421434 -0.537960 -1.868687
H5 1.074832 0.839609 -1.382800
H6 2.831469 -1.336583 0.978820
H7 -1.660912 0.003140 1.604545
N1 -0.753820 1.561372 0.291901
O1 -1.410947 -1.989133 -0.557283
O2 1.119156 0.105514 1.263406
O3 2.418034 -1.289334 0.147566
O4 -1.622350 -0.983517 1.489186

Force components x, y, z for each atom (eV/Å):
-0.9 1.7 2.1
2.0 -1.8 1.8
-3.7 -1.8 -0.1
-0.1 -2.4 -4.2
-0.1 0.4 -0.1
0.4 -1.9 3.3
1.1 -1.1 -1.9
1.3 -1.9 -0.3
1.5 3.3 -1.0
1.1 -0.4 2.0
0.1 -0.8 0.8
-1.1 1.8 -2.3
-0.6 1.1 0.5
0.0 1.5 4.5
-0.6 0.4 -2.2
-0.4 1.9 -3.0



(2)
The following is a DFT calculation (ωB97M-V/def2-TZVPD) of a 2-piece molecular cluster, C4H7NO4P overall.

Properties
Spin multiplicity: 1
Frontier orbital gap (alpha / beta), eV: 7.651 / 8.015
Lowest unoccupied orbital energy (alpha / beta), eV: 2.29 / 2.65
Total charge: -1

Atoms and positions in Å:
C1 -3.013519 1.328812 -1.053627
C2 -2.817225 -0.259127 1.475109
C3 1.942174 -1.586821 0.019129
C4 -1.901686 0.614515 -0.546078
N1 -3.990341 1.820931 -1.364014
O1 1.312417 1.123000 -0.652759
O2 3.429354 1.833978 0.675406
O3 -1.944301 -0.085822 0.586737
O4 2.909400 -0.616344 0.250198
P1 2.772218 0.943265 -0.272769
H1 -3.873612 -0.012412 1.331771
H2 3.621724 0.661738 -1.363453
H3 -2.634725 -1.085755 2.048937
H4 1.321150 -1.662670 0.915129
H5 2.485707 -2.416330 -0.327418
H6 1.319601 -1.197317 -0.703305
H7 -0.938329 0.596364 -1.018997

Force components x, y, z for each atom (eV/Å):
2.2 -1.8 1.7
-3.1 0.7 0.2
0.3 1.4 1.5
-0.1 0.0 0.0
-2.2 1.3 -0.9
1.0 -0.1 -0.3
0.9 0.9 0.8
2.0 0.9 -2.5
1.2 0.8 1.0
-1.9 -1.5 -0.7
0.4 0.5 -0.2
-0.1 0.7 -0.5
0.7 -1.7 1.8
0.1 -0.9 0.1
0.1 -1.8 -0.1
-1.7 0.4 -2.0
0.3 0.2 0.1



(3)
The following is a DFT calculation (ωB97M-V/def2-TZVPD) of one molecule with the formula C4H7NOS.

Properties
Spin multiplicity: 1
Frontier orbital gap, eV: 9.472
SMILES string: C/C(N)=C\C(=O)S
Lowest unoccupied orbital energy, eV: 0.62
Total charge: 0

Atoms and positions in Å:
C1 -0.577281 -1.190408 0.515785
C2 -0.627540 0.182035 -0.034461
C3 0.412959 1.013299 -0.230070
C4 1.871706 0.805798 0.056010
H1 -0.586555 -1.951909 -0.315919
H2 -1.442545 -1.357056 1.193159
H3 0.346620 -1.427492 1.000028
H4 -1.993311 1.577572 -0.614542
H5 -2.650587 0.142606 0.116731
H6 0.295172 2.063986 -0.485116
H7 1.580671 -1.349778 -0.950982
N1 -1.893340 0.589448 -0.380564
O1 2.617543 1.716159 0.409823
S1 2.646483 -0.814256 -0.279884

Force components x, y, z for each atom (eV/Å):
-0.5 -1.4 -0.7
0.1 0.6 -0.3
1.7 0.2 0.5
0.4 0.8 0.1
-0.5 0.7 0.6
0.6 -0.1 -0.4
0.4 0.2 0.7
-0.2 -0.6 0.2
0.0 0.3 -0.2
-0.5 -0.2 -0.1
0.6 0.3 0.3
-0.1 0.3 0.0
-1.3 -1.5 -0.5
-0.8 0.2 -0.2



(4)
The following is a DFT calculation (ωB97M-V/def2-TZVPD) of one molecule with the formula C4H7NOS.

Properties
Spin multiplicity: 1
Frontier orbital gap, eV: 8.527
SMILES string: C[C@H](C=S)NC=O
Lowest unoccupied orbital energy, eV: -0.75
Total charge: 0

Atoms and positions in Å:
C1 0.899010 1.887909 0.358507
C2 0.178038 0.627148 -0.176885
C3 1.700864 -1.212012 -0.001864
C4 -1.221852 0.634944 -0.400140
H1 0.273582 2.640590 -0.423502
H2 1.929844 1.906512 0.009872
H3 0.762972 1.944437 1.482778
H4 0.702119 0.512580 -1.051844
H5 -0.362059 -1.383579 0.293772
H6 1.749975 -2.325449 0.364553
H7 -1.531540 1.627176 -0.674716
N1 0.510736 -0.557706 0.639495
O1 2.618048 -0.544114 -0.408171
S1 -2.336299 -0.518334 0.006892

Force components x, y, z for each atom (eV/Å):
-3.2 1.3 -1.7
2.3 -1.4 3.4
-0.6 0.6 4.1
-3.1 0.2 1.1
1.9 -0.7 2.9
-0.1 -0.2 0.4
0.1 0.6 -1.5
0.8 -0.3 -2.9
2.7 2.9 1.8
0.1 1.5 -1.2
-0.8 0.3 -0.6
-0.7 -4.9 -3.9
-0.5 -1.1 -0.8
1.0 1.2 -0.9



(5)
The following is a DFT calculation (ωB97M-V/def2-TZVPD) of C4H7NOS as an isolated structure.

Properties
Spin multiplicity: 1
Frontier orbital gap, eV: 8.889
Lowest unoccupied orbital energy, eV: 0.35
Total charge: 0

Atoms and positions in Å:
C1 1.975888 0.616086 0.186010
C2 0.608937 0.433757 0.135455
C3 -1.740766 0.785644 0.258450
C4 -0.528100 1.392552 -0.370948
H1 1.903526 -1.400688 -0.774921
H2 2.287238 1.669753 -0.270940
H3 2.359090 0.621580 1.559138
H4 -2.128775 0.875259 1.217901
H5 -2.697376 1.169480 -0.319582
H6 -0.709135 1.329157 -1.591488
H7 -0.326450 2.464478 -0.108056
N1 0.140153 -0.767649 0.449659
O1 2.541179 -0.691540 -0.271927
S1 -1.493399 -0.949462 -0.121128

Force components x, y, z for each atom (eV/Å):
4.7 -0.6 2.9
-6.7 -2.2 0.2
-3.7 0.5 -4.1
1.3 0.8 -1.2
1.5 3.5 2.1
0.0 -2.7 0.5
-1.0 0.3 -4.2
0.7 0.5 2.3
1.7 -0.8 0.6
0.8 0.0 3.0
-0.2 -0.9 -0.2
0.3 1.6 -1.6
-0.1 0.0 -1.4
0.5 0.1 1.1



(6)
The following is a DFT calculation (ωB97M-V/def2-TZVPD) of one molecule with the formula C4H7NOS.

Properties
Spin multiplicity: 1
Frontier orbital gap, eV: 8.428
SMILES string: CCN(C=O)C=S
Lowest unoccupied orbital energy, eV: -0.40
Total charge: 0

Atoms and positions in Å:
C1 0.816006 1.881516 -1.500834
C2 -0.514848 1.166133 -1.259792
C3 0.058873 -1.015616 -1.086169
C4 -0.544827 0.382524 0.961181
H1 1.564851 2.493274 -0.819809
H2 0.431286 2.776607 -2.152403
H3 1.420040 1.218657 -2.289726
H4 -1.079176 0.718145 -2.227435
H5 -1.077089 1.719880 -0.688167
H6 -0.021291 -0.533024 -2.100629
H7 -0.837414 1.387005 0.966693
N1 -0.304409 0.126204 -0.359250
O1 0.568216 -2.145785 -0.758874
S1 -0.106706 -0.499065 2.200681

Force components x, y, z for each atom (eV/Å):
1.1 2.3 -4.6
2.1 -1.1 -2.9
3.1 -3.6 1.1
1.5 -0.9 -0.9
-2.0 -2.1 -0.4
1.0 -1.3 0.7
-0.9 1.5 1.9
1.4 1.9 2.1
-3.7 4.0 1.7
0.4 -2.4 -0.1
-1.0 1.5 1.1
-0.1 -4.1 0.4
-2.8 5.2 -1.2
-0.1 -0.7 1.1



(7)
The following is a DFT calculation (ωB97M-V/def2-TZVPD) of C4H7NOS2 as an isolated structure.

Properties
Spin multiplicity: 1
Frontier orbital gap, eV: 7.989
Lowest unoccupied orbital energy, eV: -0.79
Total charge: 0

Atoms and positions in Å:
C1 -1.168612 0.136131 -0.923574
C2 -0.932288 -0.313062 0.437744
C3 0.466846 -0.364126 0.859095
C4 1.728783 -0.111431 0.082016
H1 -2.403232 1.395341 -0.899761
H2 -0.130319 0.046900 -1.461552
H3 -1.763574 -0.624867 -1.437943
H4 -1.946952 -0.347192 1.072990
H5 0.012398 -2.108626 -0.198463
H6 0.485081 -0.043808 1.835697
H7 2.313522 1.787580 1.803553
N1 -0.180532 -1.598236 0.585547
O1 -1.431544 1.548541 -0.893352
S1 2.391076 1.557086 0.097502
S2 2.559353 -0.960227 -0.959501

Force components x, y, z for each atom (eV/Å):
4.5 -0.1 -1.8
-2.4 -2.4 -0.1
1.3 -1.0 -1.0
-0.5 3.2 0.4
0.4 1.8 0.1
-1.9 0.0 0.6
-1.0 1.0 -0.4
2.8 0.8 -0.6
1.2 -0.9 -2.7
1.0 0.1 2.6
0.0 -0.3 -3.9
-2.3 1.5 3.8
-2.7 -1.9 -0.7
-0.5 0.2 4.7
0.0 -1.9 -1.0



(8)
The following is a DFT calculation (ωB97M-V/def2-TZVPD) of one molecule with the formula C4H7NS.

Properties
Spin multiplicity: 1
Frontier orbital gap, eV: 9.217
Lowest unoccupied orbital energy, eV: 0.72
Total charge: 0

Atoms and positions in Å:
C1 0.638466 -2.447316 0.272930
C2 -1.224098 2.356522 0.218420
C3 0.652900 -1.226232 -0.275543
C4 -0.328807 1.348866 0.131113
N1 -1.944404 -0.660531 0.414884
S1 -0.950935 -0.262059 -0.715863
H1 1.694068 -2.802900 0.411277
H2 -0.188661 -3.180311 0.264267
H3 -1.161936 3.243711 0.890095
H4 -2.297642 2.293787 -0.103144
H5 1.579842 -0.640420 -0.422139
H6 0.695646 1.287403 0.472556
H7 -2.786977 -0.993795 0.031618

Force components x, y, z for each atom (eV/Å):
1.4 0.2 -1.6
-0.4 -0.6 1.1
-1.1 0.7 0.0
-1.5 0.3 -1.5
0.3 -0.2 0.6
2.1 0.7 1.9
-1.3 -0.1 0.3
0.4 0.9 0.5
0.8 -0.7 -0.7
1.3 -0.5 -0.2
-0.6 -0.5 0.1
-0.1 0.4 0.2
-1.2 -0.5 -0.8



Energy relative to the best compared isomer or geometry (same formula, charge and spin) for every record listed, in sequence, given in kcal per mole: 57.5; 99.8; 14.6; 75.7; 102.9; 82.8; 116.5; 102.4.